<P>
C2H4NO2S | wB97M-V/def2-TZVPD

Last column: Mulliken charge in e.
Positions of all 10 atoms, in Å:
1 C 1.16 0.12 -0.23  0.226
2 C 0.21 -0.88 0.18  -1.137
3 N 1.63 0.79 0.74  -0.679
4 O -2.06 1.53 0.13  -0.547
5 O -2.59 -0.74 -0.79  -0.553
6 S -2.01 0.05 0.31  0.563
7 H 1.35 0.18 -1.39  0.244
8 H -0.10 -1.59 -0.65  0.353
9 H 0.36 -1.07 1.25  0.351
10 H 2.04 1.60 0.46  0.179

Results
E_LUMO (spin up / spin down)   0.1504 / 0.1504 Ha
HOMO energy (spin up / spin down)   -2.84 / -2.83 eV
Total charge   -1
Orbital gap (spin up / spin down)   6.927 / 6.925 eV

---

<Q>
C2H4NO2S | wB97M-V/def2-TZVPD

Last column: Mulliken charge in e.
Positions of all 10 atoms, in Å:
1 C 0.63 0.03 0.23  -0.130
2 C -0.22 -1.94 -0.69  -0.664
3 N 0.38 -0.69 -0.78  -0.411
4 O 0.84 3.38 1.39  -0.513
5 O -1.33 3.08 0.27  -0.505
6 S 0.14 3.15 0.12  0.365
7 H 0.67 -0.16 1.36  0.182
8 H 0.13 -2.40 0.33  0.267
9 H 0.09 -2.78 -1.33  0.219
10 H -1.33 -1.67 -0.89  0.191

Results
E_LUMO (spin up / spin down)   0.1474 / 0.1333 Ha
HOMO energy (spin up / spin down)   -3.25 / -1.55 eV
Total charge   -1
Orbital gap (spin up / spin down)   7.259 / 5.182 eV

---

Most stable to least stable, the ends of the list are <P> and <Q>.

---

<P>
C4H5N2O | wB97M-V/def2-TZVPD

Last column: Mulliken charge in e.
Positions of all 12 atoms, in Å:
1 C 1.37 0.12 0.10  -0.760
2 C 1.42 -0.82 -0.97  0.166
3 C 0.14 0.45 0.49  0.620
4 C -1.02 0.92 1.19  -0.839
5 N 0.35 -1.21 -1.53  -0.517
6 N -0.75 -0.81 -1.06  0.714
7 O -1.93 -0.90 -1.20  -0.333
8 H 2.35 0.44 0.36  0.420
9 H 2.19 -1.35 -1.39  0.564
10 H -1.85 0.85 0.49  0.325
11 H -1.13 2.03 1.44  0.351
12 H -1.12 0.29 2.08  0.288

Results
E_LUMO   -0.2771 Ha
HOMO energy   -14.59 eV
Total charge   +1
Orbital gap   7.051 eV

---

<Q>
C4H5N2O | wB97M-V/def2-TZVPD

Last column: Mulliken charge in e.
Positions of all 12 atoms, in Å:
1 C -0.41 -0.56 1.16  -0.449
2 C 0.91 0.89 -0.35  0.318
3 C -1.86 -2.30 0.63  0.611
4 C 1.39 2.00 -1.15  -0.896
5 N 0.29 0.08 0.22  0.094
6 N -0.68 -1.95 0.86  -0.118
7 O -2.97 -2.57 0.65  -0.162
8 H -1.25 -0.04 1.44  0.334
9 H 2.40 1.88 -1.46  0.331
10 H 1.43 2.81 -0.45  0.299
11 H 0.57 2.23 -2.06  0.283
12 H 0.16 -2.46 0.51  0.356

Results
E_LUMO (spin up / spin down)   -0.1687 / -0.1687 Ha
HOMO energy (spin up / spin down)   -12.26 / -12.26 eV
Total charge   +1
Orbital gap (spin up / spin down)   7.668 / 7.669 eV

---

Most stable to least stable, the ends of the list are <Q> and <P>.

---

<P>
C4H14N4 | wB97M-V/def2-TZVPD

Last column: Mulliken charge in e.
Positions of all 22 atoms, in Å:
1 C 1.62 1.47 0.59  -1.080
2 N 1.20 0.13 0.25  -0.245
3 C 0.03 -0.33 1.02  0.132
4 C 0.05 -1.86 1.11  -1.488
5 N -1.18 0.22 0.42  -0.414
6 C -1.35 0.17 -1.27  -0.126
7 N -0.57 -0.75 -1.99  -0.665
8 N -1.04 1.51 -1.58  -0.691
9 H 0.79 2.16 0.47  0.335
10 H 2.43 1.78 -0.08  0.317
11 H 1.97 1.56 1.63  0.336
12 H 1.97 -0.51 0.41  0.266
13 H 0.09 0.06 2.05  0.268
14 H 0.10 -2.32 0.13  0.334
15 H -0.86 -2.21 1.60  0.382
16 H 0.91 -2.20 1.70  0.410
17 H -1.98 -0.14 0.93  0.195
18 H -2.42 -0.02 -1.39  0.413
19 H -0.85 -1.71 -1.83  0.278
20 H 0.41 -0.62 -1.79  0.392
21 H -1.29 2.00 -0.69  0.338
22 H -0.04 1.62 -1.70  0.311

Results
E_LUMO   0.0350 Ha
HOMO energy   -8.24 eV
Orbital gap   9.195 eV
SMILES string   CN[C@H](C)NC(N)N

---

<Q>
C4H14N4 | wB97M-V/def2-TZVPD

Last column: Mulliken charge in e.
Positions of all 22 atoms, in Å:
1 N -1.42 1.01 -1.41  -0.547
2 C -0.57 2.05 -0.94  -0.278
3 C 0.72 2.05 -1.26  -0.123
4 N 1.58 3.08 -0.77  -0.629
5 H -2.27 1.33 -1.85  0.255
6 H -1.71 0.39 -0.66  0.203
7 H -0.95 2.91 -0.40  0.317
8 H 1.11 1.26 -1.90  0.324
9 H 2.48 3.07 -1.21  0.254
10 H 1.73 2.99 0.22  0.230
11 N 1.79 -1.27 0.96  -0.682
12 C 0.37 -1.05 0.69  -0.273
13 C -0.50 -2.16 1.27  -0.544
14 N -1.89 -1.97 0.82  -0.540
15 H 2.28 -0.49 0.54  0.269
16 H 2.14 -2.10 0.48  0.233
17 H 0.13 -0.95 -0.37  0.209
18 H 0.06 -0.12 1.18  0.271
19 H -0.12 -3.14 0.95  0.278
20 H -0.46 -2.14 2.36  0.360
21 H -1.98 -2.29 -0.14  0.202
22 H -2.52 -2.46 1.43  0.212

Results
E_LUMO   0.0381 Ha
HOMO energy   -8.38 eV
Orbital gap   9.415 eV
SMILES string   N/C=C/N.NCCN

---

Most stable to least stable, the ends of the list are <P> and <Q>.

---

<P>
C4H9FN2 | wB97M-V/def2-TZVPD

Last column: Mulliken charge in e.
Positions of all 16 atoms, in Å:
1 H -3.81 0.08 -0.59  0.253
2 N -3.99 0.92 -0.06  -0.334
3 N -3.04 1.36 0.63  -0.153
4 H -3.35 2.27 0.94  0.241
5 C 2.79 -0.27 0.62  -1.049
6 C 1.33 -0.83 0.46  -0.193
7 C 0.47 0.06 -0.50  -0.230
8 C -0.60 -0.41 -1.11  -0.287
9 F -1.35 0.33 -1.94  -0.271
10 H 3.26 -0.83 1.57  0.264
11 H 2.86 0.85 0.65  0.307
12 H 3.36 -0.57 -0.28  0.290
13 H 1.48 -1.82 0.03  0.303
14 H 0.87 -0.78 1.57  0.228
15 H 0.82 1.04 -0.86  0.302
16 H -1.10 -1.41 -1.13  0.329

Results
E_LUMO   0.0314 Ha
HOMO energy   -9.21 eV
Orbital gap   10.060 eV
SMILES string   [H]/N=N/[H].CC/C=C/F

---

<Q>
C4H9FN2 | wB97M-V/def2-TZVPD

Last column: Mulliken charge in e.
Positions of all 16 atoms, in Å:
1 C 1.99 1.47 -0.40  -0.361
2 N 1.26 0.51 -1.01  -0.358
3 N -0.09 0.66 -1.12  -0.142
4 C -0.91 -0.59 -0.89  -0.859
5 C -0.35 -1.47 0.22  -0.381
6 C -0.19 -0.58 1.39  -0.373
7 F -1.48 -0.06 1.34  -0.293
8 H 3.13 1.42 -0.39  0.245
9 H 1.65 2.59 -0.10  0.193
10 H -0.58 1.41 -0.53  0.370
11 H -1.95 -0.08 -0.84  0.391
12 H -0.85 -1.06 -1.80  0.372
13 H -0.89 -2.33 0.68  0.341
14 H 0.81 -1.62 -0.05  0.305
15 H -0.16 -1.00 2.43  0.276
16 H 0.65 0.03 1.50  0.275

Results
E_LUMO   0.0370 Ha
HOMO energy   -8.78 eV
Orbital gap   9.784 eV
SMILES string   C=NNCCCF

---

Most stable to least stable, the ends of the list are <P> and <Q>.

---

<P>
C9H14OS | wB97M-V/def2-TZVPD

Last column: Mulliken charge in e.
Positions of all 25 atoms, in Å:
1 C 1.19 2.36 0.33  -1.252
2 C 1.13 0.89 0.72  0.519
3 C 2.20 0.00 0.52  -0.393
4 C 2.22 -1.29 1.08  -0.645
5 C 1.08 -1.67 1.84  0.741
6 O 0.96 -3.02 2.23  -0.542
7 C 0.06 -0.82 2.08  -0.505
8 C 0.04 0.39 1.40  -0.657
9 H 2.13 2.64 -0.13  0.367
10 H 1.00 2.94 1.21  0.333
11 H 0.45 2.48 -0.45  0.247
12 H 3.08 0.21 -0.05  0.324
13 H 2.99 -1.94 0.68  0.361
14 H 0.77 -3.04 3.18  0.316
15 H -0.86 -1.03 2.61  0.315
16 H -0.82 1.04 1.40  0.458
17 C -1.07 -0.73 -1.49  -0.467
18 C -1.69 0.04 -2.75  -0.488
19 S -2.33 1.71 -2.29  -0.273
20 H -0.10 -0.99 -1.85  0.305
21 H -1.73 -1.57 -1.32  0.354
22 H -1.09 -0.15 -0.57  -0.148
23 H -0.81 0.18 -3.39  0.290
24 H -2.58 -0.50 -3.20  0.322
25 H -3.43 1.35 -1.54  0.118

Results
E_LUMO   0.0300 Ha
HOMO energy   -8.63 eV
Orbital gap   9.446 eV
SMILES string   Cc1ccc(O)cc1.CCS

---

<Q>
C9H14OS | wB97M-V/def2-TZVPD

Last column: Mulliken charge in e.
Positions of all 25 atoms, in Å:
1 C 1.41 0.48 1.03  -0.241
2 C 2.49 -0.28 1.14  -0.519
3 C 2.23 1.57 -0.97  -0.527
4 C 1.26 1.41 -0.07  -0.227
5 C -3.22 -0.85 0.66  0.074
6 C 3.62 -0.27 0.15  -0.563
7 C 3.53 0.84 -0.93  -0.618
8 C -4.30 -1.58 -0.08  -1.209
9 C -2.82 0.52 0.22  -0.716
10 O -1.80 -1.16 -1.62  -0.638
11 S -1.59 -0.77 -0.23  0.489
12 H 0.62 0.43 1.76  0.429
13 H 2.60 -0.98 1.95  0.370
14 H 2.11 2.28 -1.78  0.376
15 H -3.13 -1.06 1.72  0.415
16 H 4.56 -0.17 0.70  0.308
17 H 3.64 -1.25 -0.33  0.285
18 H 3.70 0.40 -1.92  0.287
19 H 4.32 1.58 -0.78  0.292
20 H -4.43 -2.58 0.32  0.324
21 H -4.02 -1.65 -1.13  0.304
22 H -5.26 -1.06 -0.02  0.318
23 H 0.34 1.98 -0.14  0.349
24 H -3.34 0.93 -0.63  0.312
25 H -2.53 1.24 0.97  0.325

Results
E_LUMO   0.0311 Ha
HOMO energy   -8.12 eV
Orbital gap   8.963 eV

---

Most stable to least stable, the ends of the list are <P> and <Q>.

---

<P>
C4H11NOS | wB97M-V/def2-TZVPD

Last column: Löwdin spin population.
Positions of all 18 atoms, in Å:
1 C -2.54 0.25 -1.24  -0.041
2 N -2.12 0.21 0.13  -0.674
3 C -0.74 0.53 0.29  -0.072
4 C -0.13 0.56 1.74  0.020
5 S 2.79 -0.93 1.55  0.941
6 C 0.27 -0.43 -0.47  0.063
7 O -0.39 0.61 -2.87  0.762
8 H -3.02 1.23 -1.47  -0.035
9 H -1.76 0.22 -2.08  0.006
10 H -3.30 -0.51 -1.46  -0.009
11 H 0.12 1.54 2.12  0.000
12 H -0.60 1.53 -0.14  -0.032
13 H -0.92 0.12 2.35  0.002
14 H 0.77 -0.10 1.81  0.009
15 H 0.02 0.96 -3.68  0.008
16 H 0.76 0.14 -1.28  0.015
17 H 1.14 -0.78 0.13  0.037
18 H -0.34 -1.25 -0.86  0.000

Results
Spin multiplicity   2
E_LUMO (spin up / spin down)   0.1096 / 0.0130 Ha
Expectation value of S²   1.75
HOMO energy (spin up / spin down)   -3.21 / -2.65 eV
Total charge   -1
Orbital gap (spin up / spin down)   6.189 / 3.003 eV

---

<Q>
C4H11NOS | wB97M-V/def2-TZVPD

Last column: Löwdin spin population.
Positions of all 18 atoms, in Å:
1 C 0.95 -1.39 0.66  0.255
2 C 1.34 -0.87 -0.69  0.134
3 O 1.01 0.23 -1.12  0.036
4 N 2.11 -1.71 -1.41  0.127
5 H -0.13 -1.50 0.76  0.029
6 H 1.39 -0.79 1.47  0.038
7 H 2.51 -1.46 -2.31  0.058
8 H 2.37 -2.60 -1.00  0.138
9 H 1.40 -2.36 0.87  0.096
10 C -0.89 1.81 1.50  0.023
11 C -2.03 0.95 -0.87  0.019
12 S -2.23 2.22 0.41  0.015
13 H -0.91 2.48 2.37  0.003
14 H -0.95 0.78 1.80  0.010
15 H 0.08 1.97 1.06  0.006
16 H -2.71 0.10 -0.80  0.007
17 H -0.97 0.70 -0.90  0.002
18 H -2.33 1.45 -1.79  0.002

Results
Spin multiplicity   2
E_LUMO (spin up / spin down)   0.1139 / 0.1120 Ha
Expectation value of S²   0.75
HOMO energy (spin up / spin down)   0.99 / -5.42 eV
Total charge   -1
Orbital gap (spin up / spin down)   2.108 / 8.470 eV

---

Most stable to least stable, the ends of the list are <Q> and <P>.